Record 1
C11H25Br2Cl2FI2N2NbO4P2S | ωB97M-V with the def2-TZVPD basis set

Last column: natural (NBO) charge in e.
Atoms and positions in Å:
C: 0.605 3.515 1.367  -0.75
C: 0.882 2.719 0.092  0.73
O: 2.036 2.596 -0.171  -0.56
N: -0.061 2.362 -0.923  -0.76
C: -0.436 3.646 -1.562  -0.44
Nb: -1.502 0.878 -0.675  1.18
C: -3.347 -0.415 -0.447  -0.89
C: -3.324 -1.895 -0.946  -0.43
C: -3.732 -2.808 0.235  -0.35
Cl: -3.155 -4.513 0.076  -0.11
P: -1.438 0.935 1.935  0.79
N: 0.048 0.666 2.478  -1.29
C: -0.052 -0.862 -0.822  -0.82
I: -0.192 -2.318 0.767  0.15
C: 1.458 -0.465 -0.918  -0.25
C: 1.913 0.037 -2.292  -0.65
I: 2.576 -2.388 -0.707  -0.04
P: -1.876 0.983 -3.254  0.68
O: -0.800 -0.075 -3.991  -0.97
Cl: -3.766 0.259 -3.797  -0.33
S: -3.233 2.801 -0.341  1.93
O: -4.386 2.290 0.362  -0.96
O: -3.697 3.328 -1.610  -0.94
F: -2.674 3.991 0.677  -0.55
H: -0.443 3.758 1.562  0.23
H: 1.158 4.456 1.251  0.23
H: 1.084 2.985 2.191  0.28
H: 0.460 3.999 -2.110  0.20
H: -1.230 3.589 -2.305  0.25
H: -0.607 4.417 -0.800  0.21
H: -3.674 -0.420 0.603  0.22
H: -4.170 0.072 -0.991  0.25
H: -2.415 -2.246 -1.443  0.20
H: -4.143 -2.033 -1.667  0.21
H: -4.803 -2.765 0.438  0.21
H: -3.225 -2.434 1.129  0.21
H: -2.050 2.117 2.463  -0.04
H: -2.287 -0.109 2.409  -0.03
H: 0.008 -0.171 3.052  0.37
H: -0.280 -1.422 -1.742  0.23
H: 1.843 0.079 -0.057  0.24
H: 1.667 -0.754 -3.011  0.21
H: 1.378 0.930 -2.623  0.23
H: 3.000 0.130 -2.287  0.23
H: -1.249 -0.939 -3.996  0.49
Br: 8.253 -3.464 2.710  -0.03
C: 6.445 -3.498 3.437  -0.44
C: 5.425 -3.802 2.370  -0.47
Br: 5.075 -2.260 1.234  0.02
H: 6.281 -2.541 3.920  0.23
H: 6.459 -4.285 4.190  0.22
H: 4.464 -4.041 2.824  0.23
H: 5.726 -4.614 1.715  0.23

total charge = -1
F_max = 4.30 eV/Å
multiplicity = 1
gap between HOMO and LUMO = 5.6 eV
E_HOMO = -5.11 eV

Record 2
C11H25F2N3O2Si | ωB97M-V with the def2-TZVPD basis set

Last column: natural (NBO) charge in e.
Atoms and positions in Å:
C: -1.282 1.815 0.166  -0.60
C: -0.554 2.807 1.073  -0.41
C: 0.748 2.219 1.571  -0.22
N: 1.599 3.207 2.246  -1.05
Si: 2.370 4.334 1.165  1.44
N: 4.105 4.606 1.688  -0.88
C: 4.761 5.378 0.662  0.96
O: 5.913 5.314 0.393  -0.48
F: 3.934 6.174 0.001  -0.31
C: 4.218 5.371 2.890  0.95
O: 5.240 5.512 3.482  -0.51
F: 3.101 5.891 3.343  -0.30
H: -2.340 2.029 0.181  0.21
H: -1.123 0.790 0.478  0.20
H: -0.922 1.921 -0.847  0.21
H: -0.434 3.729 0.510  0.20
H: -1.185 3.021 1.927  0.21
H: 1.231 1.688 0.745  0.17
H: 0.491 1.461 2.301  0.20
H: 2.293 2.732 2.806  0.39
H: 2.422 3.871 -0.235  -0.19
H: 1.650 5.613 1.260  -0.19
C: -0.154 -1.921 -0.218  -0.62
C: -1.512 -2.595 -0.340  -0.21
N: -1.861 -2.954 -1.701  -0.45
C: -3.245 -3.377 -1.840  -0.21
C: -3.687 -4.663 -1.129  -0.64
C: -0.882 -3.760 -2.410  -0.22
C: -0.499 -5.122 -1.813  -0.64
H: -0.109 -1.020 -0.832  0.21
H: 0.020 -1.633 0.820  0.21
H: 0.663 -2.581 -0.510  0.20
H: -2.267 -1.897 0.030  0.19
H: -1.533 -3.462 0.339  0.16
H: -3.475 -3.467 -2.905  0.19
H: -3.875 -2.558 -1.480  0.19
H: -3.344 -5.555 -1.650  0.20
H: -4.778 -4.710 -1.108  0.21
H: -3.339 -4.708 -0.097  0.20
H: 0.029 -3.167 -2.517  0.19
H: -1.232 -3.905 -3.435  0.20
H: -0.368 -5.078 -0.731  0.20
H: 0.447 -5.458 -2.242  0.21
H: -1.237 -5.889 -2.039  0.20

relative energy (zero: lowest compared OMol25 entry of this formula, charge and spin) = 45.6 kJ/mol
F_max = 2.83 eV/Å
multiplicity = 1
SMILES = CCCN[SiH2]N(C(=O)F)C(=O)F.CCN(CC)CC
gap between HOMO and LUMO = 8.9 eV
E_HOMO = -8.29 eV

Record 3
C11H25NSi | ωB97M-V with the def2-TZVPD basis set

Last column: natural (NBO) charge in e.
Atoms and positions in Å:
C: 2.003 -1.155 -0.893  0.07
C: 1.728 3.141 -0.979  -0.63
C: 1.212 1.351 1.454  -0.60
C: -2.276 -1.844 -1.135  -0.61
C: -1.286 -1.922 1.158  -0.64
C: -3.197 -0.362 0.639  -0.62
C: 2.475 -2.854 0.658  -0.43
C: 1.192 -0.570 -1.936  -0.66
C: 0.454 3.173 -0.169  -0.38
C: 0.032 1.766 0.528  -0.74
C: -1.912 -0.985 0.120  -0.49
N: 1.630 -2.179 -0.276  -0.48
Si: -0.780 0.433 -0.527  1.41
H: 2.914 -0.645 -0.664  0.14
H: 1.835 4.167 -1.423  0.22
H: 1.654 2.279 -1.624  0.21
H: 2.686 2.887 -0.435  0.20
H: 2.080 0.999 0.861  0.20
H: 1.513 2.216 1.964  0.21
H: 0.984 0.484 2.001  0.21
H: -2.708 -1.207 -1.915  0.21
H: -1.494 -2.399 -1.511  0.22
H: -2.987 -2.575 -0.941  0.21
H: -0.875 -1.418 2.062  0.20
H: -0.429 -2.459 0.670  0.25
H: -1.993 -2.633 1.616  0.21
H: -3.992 -1.093 0.937  0.22
H: -3.001 0.242 1.582  0.20
H: -3.469 0.376 -0.078  0.21
H: 1.767 -3.282 1.425  0.20
H: 2.972 -1.945 1.252  0.15
H: 3.256 -3.486 0.274  0.21
H: 0.726 -1.315 -2.647  0.24
H: 1.497 0.388 -2.398  0.21
H: 0.420 4.004 0.548  0.21
H: -0.409 3.311 -0.974  0.20
H: -0.727 2.053 1.297  0.24
H: -1.717 1.292 -1.459  -0.20

relative energy (zero: lowest compared OMol25 entry of this formula, charge and spin) = 345.6 kJ/mol
F_max = 4.71 eV/Å
multiplicity = 1
gap between HOMO and LUMO = 8.7 eV
E_HOMO = -8.06 eV

Record 4
C11H25O10 | ωB97M-V with the def2-TZVPD basis set

Last column: natural (NBO) charge in e.
Atoms and positions in Å:
O: -2.924 1.597 4.731  -0.95
H: -3.541 1.273 4.028  0.47
H: -2.016 1.292 4.498  0.48
H: 0.922 0.615 -1.522  0.51
C: 0.827 2.964 -3.468  -0.44
C: 1.037 1.825 -2.819  0.35
C: 2.082 0.785 -3.285  0.37
O: 2.189 -0.235 -2.465  -0.83
C: 2.821 0.976 -4.437  -0.48
C: 2.597 2.226 -5.224  0.44
C: 1.555 3.264 -4.741  0.46
O: 1.352 4.345 -5.354  -0.56
O: 3.353 2.539 -6.090  -0.55
O: 0.433 1.469 -1.742  -0.66
H: 0.213 3.707 -3.145  0.21
H: 3.725 0.338 -4.645  0.22
C: -1.151 -1.627 2.487  -0.26
O: -2.026 -2.741 3.091  -0.76
H: -1.479 -0.654 2.805  0.16
H: -0.214 -1.824 2.936  0.20
H: -1.090 -1.713 1.364  0.20
H: -2.740 -2.925 2.495  0.47
C: 4.816 -1.975 -1.629  -0.23
O: 3.799 -1.460 -0.912  -0.78
H: 4.761 -1.640 -2.706  0.16
H: 5.835 -1.712 -1.220  0.15
H: 4.869 -3.059 -1.687  0.14
H: 3.114 -0.995 -1.398  0.52
C: -2.761 2.592 -0.166  -0.26
O: -3.256 3.900 -0.054  -0.71
H: -2.712 2.054 -1.073  0.18
H: -1.693 2.687 0.116  0.19
H: -3.204 1.921 0.576  0.14
H: -4.161 3.959 -0.422  0.46
C: -3.287 -1.311 6.249  -0.24
O: -2.154 -2.064 5.833  -0.76
H: -3.961 -1.101 5.411  0.16
H: -3.838 -1.938 7.038  0.15
H: -2.947 -0.394 6.755  0.18
H: -2.187 -2.218 4.866  0.50
C: 0.217 -2.353 -0.712  -0.25
O: 1.175 -3.264 -1.174  -0.73
H: 0.508 -1.854 0.201  0.15
H: -0.100 -1.550 -1.429  0.17
H: -0.732 -2.953 -0.618  0.16
H: 1.975 -2.768 -1.340  0.49

total charge = -1
relative energy (zero: lowest compared OMol25 entry of this formula, charge and spin) = 1.9 kJ/mol
F_max = 3.44 eV/Å
multiplicity = 1
gap between HOMO and LUMO = 7.0 eV
E_HOMO = -5.09 eV